Record 1
DFT (ωB97M-V/def2-TZVPD) results for a structure of composition C30H80FeN7O9 at a distorted geometry.

As for the expectation value of S²: 6.01. As for the spin multiplicity: 5. Its orbital gap (alpha / beta) is 6.505 / 5.745 eV. As for the charge: +1. For the relative energy (zero: lowest compared OMol25 entry of this formula, charge and spin), the calculation gives 644.1 kJ/mol. For the total energy, the calculation gives -3514.66570 Eh. The HOMO energy (alpha / beta) is -10.8 / -10.8 eV.

Each line ends with the Löwdin charge.
Element x y z (Å)
1 Fe 2.46 -0.80 -2.20  1.21
2 O 1.68 -6.72 3.30  -0.19
3 O 0.88 0.58 6.46  -0.20
4 O 0.12 5.62 -3.52  -0.18
5 O -5.35 -2.34 1.42  -0.20
6 O -2.56 -3.64 -3.51  -0.19
7 O 0.54 -1.62 -1.77  -0.02
8 O 6.01 2.77 -2.02  -0.18
9 O 1.26 -0.08 -0.59  -0.10
10 O 2.14 5.64 1.75  -0.14
11 N 0.73 -6.75 0.39  0.05
12 N 1.01 2.90 -2.87  0.06
13 N 4.24 0.51 -1.90  0.01
14 N -3.66 -1.49 -6.17  0.05
15 N -2.69 -2.34 3.07  0.06
16 N -1.14 0.18 3.94  0.03
17 N -0.02 3.02 0.36  0.06
18 C 1.02 -5.50 1.18  -0.38
19 C -3.36 -3.32 -4.57  -0.26
20 C -6.30 -1.72 0.59  -0.10
21 C 3.23 6.31 1.25  -0.15
22 C 4.39 1.74 0.31  0.01
23 C -0.48 6.04 -4.76  -0.07
24 C -4.00 -2.36 0.94  -0.17
25 C -1.10 -0.63 -0.36  0.04
26 C -3.24 -0.93 -3.85  -0.06
27 C 0.83 1.63 7.44  -0.10
28 C 0.80 -0.20 2.82  -0.08
29 C 0.78 -5.77 2.78  -0.19
30 C -3.02 -4.92 -3.01  -0.08
31 C 0.15 3.88 2.69  -0.04
32 C 6.60 3.77 -2.89  -0.06
33 C 0.26 -0.04 4.20  -0.44
34 C 0.28 -0.82 -0.92  -0.70
35 C 0.86 1.07 5.06  -0.15
36 C 0.10 -4.45 0.62  -0.09
37 C -0.64 4.68 -2.86  -0.28
38 C -3.36 -4.46 2.24  -0.06
39 C 1.67 4.72 0.73  -0.18
40 C -3.03 -1.87 -4.97  -0.49
41 C -0.33 3.31 -3.27  -0.42
42 C -3.00 -3.08 1.89  -0.48
43 C -1.39 2.34 -2.69  -0.05
44 C 0.33 4.18 1.16  -0.43
45 C 3.09 -6.41 3.18  -0.07
46 C 4.07 1.79 -1.25  -0.38
47 C 4.62 2.89 -2.17  -0.23
48 H 0.37 -0.96 4.78  0.14
49 H 0.58 1.20 8.41  0.09
50 H 0.21 1.94 5.08  0.10
51 H 1.03 3.02 -1.87  0.03
52 H 3.43 1.79 0.81  0.06
53 H 7.59 3.92 -2.46  0.10
54 H 3.74 -7.19 3.57  0.09
55 H -0.40 4.90 -1.82  0.12
56 H -1.75 2.42 -1.66  0.07
57 H -2.46 -4.75 2.79  0.08
58 H -4.61 -1.83 -6.30  0.08
59 H 1.82 1.42 4.67  0.12
60 H -1.00 0.23 0.31  0.08
61 H -4.40 -3.35 -4.23  0.13
62 H -6.10 -0.65 0.63  0.09
63 H -3.14 -4.09 -5.31  0.13
64 H 5.08 2.53 0.63  0.09
65 H -0.35 3.37 -4.36  0.14
66 H 2.03 -5.10 1.12  0.11
67 H 2.92 7.23 0.77  0.10
68 H 0.79 2.43 0.50  0.04
69 H -1.95 -1.89 -5.14  0.14
70 H -1.02 1.34 -2.91  0.05
71 H 4.24 3.81 -1.72  0.12
72 H 1.59 3.69 -3.13  0.06
73 H 4.03 5.77 0.73  0.08
74 H -2.55 -1.10 -3.03  0.06
75 H 4.61 0.75 -2.81  0.09
76 H 5.10 0.10 -1.58  0.11
77 H -2.96 -5.68 -3.79  0.09
78 H -4.03 -4.90 -2.60  0.08
79 H -2.93 -0.02 -4.34  0.07
80 H -0.40 5.31 -5.57  0.08
81 H -7.28 -1.93 1.03  0.09
82 H -1.63 0.43 4.79  0.08
83 H -1.41 -0.73 3.62  0.02
84 H -0.45 4.89 0.89  0.14
85 H -4.27 -0.67 -3.59  0.09
86 H -6.22 -2.10 -0.43  0.08
87 H 0.24 4.80 3.26  0.08
88 H 0.97 3.24 3.01  0.07
89 H 0.35 -0.98 2.20  0.06
90 H -0.25 -6.13 2.78  0.11
91 H -0.80 3.46 3.03  0.08
92 H -4.24 -4.79 2.78  0.10
93 H 3.00 2.01 -1.29  0.08
94 H 6.12 4.74 -2.76  0.09
95 H -1.85 -0.31 -1.07  0.08
96 H 3.39 -6.28 2.14  0.07
97 H 0.00 6.92 -5.20  0.09
98 H 1.48 5.03 -0.29  0.12
99 H -4.08 -2.87 -0.02  0.12
100 H 6.60 3.34 -3.89  0.10
101 H -1.54 6.20 -4.60  0.09
102 H 0.00 -3.61 1.31  0.07
103 H -0.92 -4.78 0.38  0.07
104 H 1.83 2.07 7.50  0.08
105 H 4.85 0.80 0.63  0.08
106 H 0.84 0.61 2.10  0.05
107 H 1.83 -0.53 2.97  0.08
108 H -2.21 2.31 -3.40  0.07
109 H -3.49 -4.99 1.29  0.09
110 H 0.50 -4.08 -0.33  0.07
111 H -1.68 5.01 -2.92  0.13
112 H 2.40 3.92 0.60  0.10
113 H 0.19 2.48 7.21  0.08
114 H 0.80 -4.84 3.36  0.11
115 H 3.87 6.59 2.08  0.09
116 H -2.47 -5.23 -2.12  0.07
117 H -2.85 -3.10 3.71  0.07
118 H 0.98 -7.51 1.01  0.06
119 H -1.45 -1.55 0.12  0.07
120 H 4.26 2.96 -3.19  0.13
121 H -0.71 2.69 1.03  0.07
122 H -3.11 -1.96 -6.88  0.08
123 H -2.06 -3.18 1.35  0.08
124 H 3.31 -5.45 3.65  0.09
125 H -0.27 -6.86 0.30  0.06
126 H -3.68 -1.34 0.73  0.11
127 H -3.42 -1.66 3.24  0.09

---

Record 2
DFT (ωB97M-V/def2-TZVPD) results for a structure of composition C33H50CoN3OP2 at a distorted geometry.

As for the expectation value of S²: 3.83. As for the spin multiplicity: 4. Its orbital gap (alpha / beta) is 6.251 / 6.158 eV. As for the charge: +1. For the relative energy (zero: lowest compared OMol25 entry of this formula, charge and spin), the calculation gives 100.8 kJ/mol. For the total energy, the calculation gives -3592.15100 Eh. The HOMO energy (alpha / beta) is -8.6 / -10.6 eV.

Each line ends with the Löwdin charge.
Element x y z (Å)
1 Co -0.38 -0.09 0.09  0.03
2 P -0.27 1.74 -1.61  1.11
3 P -0.47 -1.47 1.84  1.11
4 O -1.86 -1.65 -1.85  0.07
5 N 1.30 -0.31 -0.71  0.12
6 N -3.45 -1.32 0.70  0.16
7 N 0.56 1.13 1.37  0.03
8 C 1.94 1.42 3.30  0.00
9 C -4.49 -1.47 0.19  -0.19
10 C 1.58 3.26 1.79  0.00
11 C -2.25 0.10 3.31  -0.11
12 C -0.12 -3.29 1.56  -0.67
13 C 0.76 2.63 -0.49  -0.18
14 C -2.58 -2.33 3.59  -0.10
15 C 3.87 -1.43 -2.14  -0.02
16 C 0.69 2.14 -3.26  -0.62
17 C 0.02 3.16 -4.20  -0.10
18 C -1.39 -3.99 1.06  -0.09
19 C 2.10 2.70 -2.99  -0.09
20 C 0.39 -3.92 2.86  -0.08
21 C 6.26 -1.03 -2.14  -0.06
22 C -2.12 2.35 -1.76  -0.64
23 C -0.63 -1.21 4.70  -0.09
24 C 2.34 0.14 -1.07  -0.09
25 C -5.77 -1.65 -0.45  -0.04
26 C 0.93 2.37 0.88  -0.29
27 C -2.86 2.00 -0.45  -0.10
28 C 5.17 -1.85 -2.45  -0.06
29 C 3.67 -0.20 -1.47  -0.23
30 C 1.21 -0.90 2.48  -0.24
31 C 1.22 0.61 2.42  -0.30
32 C 2.07 2.79 2.99  -0.04
33 C 0.92 -3.42 0.43  -0.10
34 C -1.51 -1.24 3.44  -0.64
35 C -2.72 1.56 -2.94  -0.07
36 C 0.82 0.78 -3.96  -0.09
37 C 6.07 0.17 -1.44  -0.06
38 C -1.33 -0.98 -1.05  -0.28
39 C -2.19 3.87 -1.94  -0.09
40 C 4.78 0.60 -1.13  -0.03
41 H -2.23 1.77 -3.90  0.06
42 H -2.66 0.48 -2.77  0.06
43 H 1.28 0.96 -4.95  0.09
44 H 5.33 -2.82 -2.93  0.12
45 H 1.10 -4.48 0.23  0.10
46 H -6.45 -0.83 -0.17  0.10
47 H -0.37 -3.93 3.65  0.06
48 H -3.22 -2.05 4.45  0.09
49 H 3.01 -2.06 -2.39  0.13
50 H 0.06 -2.06 4.76  0.07
51 H 0.01 4.17 -3.76  0.08
52 H 1.87 -2.93 0.66  0.07
53 H -0.06 -0.27 4.77  0.07
54 H 0.67 -4.97 2.67  0.10
55 H -2.43 2.55 0.40  0.09
56 H -2.88 0.23 4.20  0.09
57 H 1.48 0.12 -3.39  0.06
58 H -1.83 -3.45 0.21  0.06
59 H 2.38 0.97 4.19  0.12
60 H -1.67 4.38 -1.12  0.08
61 H -3.25 4.17 -1.89  0.09
62 H 6.93 0.76 -1.11  0.11
63 H -1.13 -5.01 0.73  0.10
64 H 2.64 2.72 -3.95  0.10
65 H 2.56 3.45 3.70  0.12
66 H -0.99 2.87 -4.53  0.06
67 H 0.53 -2.97 -0.50  0.06
68 H 2.09 3.73 -2.61  0.08
69 H -6.21 -2.60 -0.13  0.10
70 H 1.73 4.30 1.48  0.12
71 H -5.65 -1.66 -1.54  0.09
72 H -3.92 2.29 -0.55  0.10
73 H 1.30 -3.43 3.23  0.08
74 H 0.64 3.23 -5.11  0.10
75 H -3.79 1.82 -3.05  0.10
76 H -3.22 -2.37 2.71  0.04
77 H -1.29 -1.27 5.58  0.10
78 H -2.17 -4.08 1.83  0.06
79 H -2.89 0.10 2.43  0.04
80 H -2.83 0.92 -0.23  0.02
81 H -2.18 -3.32 3.80  0.06
82 H 1.98 -1.32 1.82  0.09
83 H 7.26 -1.33 -2.44  0.11
84 H 4.59 1.54 -0.60  0.12
85 H -1.79 4.22 -2.89  0.05
86 H -0.15 0.28 -4.11  0.08
87 H -1.56 0.95 3.25  0.07
88 H 2.67 2.08 -2.29  0.04
89 H 0.98 3.66 -0.79  0.09
90 H 1.46 -1.25 3.49  0.07